Record 1
The following is a quantum chemistry calculation of a molecular structure, C36H37FN9PRuS7, from OMol25.

Structure (XYZ):
```
92
Properties=species:S:1:pos:R:3:forces:R:3
Ru -0.0171 0.4269 -0.4005 0.0 0.0 -0.5
S -4.8825 0.7050 -3.2694 0.0 0.0 0.0
S -6.8703 2.5297 -2.0020 0.0 0.0 0.0
S 1.8463 2.2384 -0.9376 0.1 -0.1 0.1
S -2.5315 -1.1511 -3.3737 0.0 0.0 0.0
S -2.3606 -0.5721 0.0248 0.1 0.1 0.0
S -1.3205 1.9929 -1.9017 0.0 -0.1 0.0
S -4.7436 1.1408 -0.4506 0.0 0.0 0.1
P -0.4937 2.2391 1.3320 -0.1 -0.1 0.1
F 2.1739 0.3657 1.2258 0.0 0.0 0.0
N -2.2301 3.0354 3.3242 0.0 0.0 0.0
N 2.3314 5.6436 -2.1887 0.0 0.0 0.0
N -0.1089 -0.8290 2.1927 -0.2 0.0 0.1
N 1.2811 -1.1718 -0.9125 -0.1 0.1 0.1
N 0.1564 3.1759 3.8628 0.0 0.0 0.1
N -1.4802 -2.5446 6.1696 0.0 0.0 0.0
N 1.0865 1.1408 5.7839 -0.2 0.1 0.0
N -0.8567 4.7841 2.3527 0.0 0.0 0.0
N -1.4072 5.3413 -3.4402 0.0 0.0 0.0
C 1.7193 4.6804 -2.0382 0.0 -0.1 0.0
C 3.2077 -0.5057 -3.2529 0.0 0.0 0.1
C 2.4510 -1.4733 -0.2531 0.1 -0.1 0.0
C -0.0878 -3.5036 0.1235 0.0 0.0 0.0
C 4.8818 -2.0239 1.1453 0.0 0.0 0.0
C 0.6786 -3.0623 -4.0762 0.0 0.0 0.0
C -0.2022 -0.8213 4.7547 -0.2 0.1 0.1
C 0.6600 2.2960 2.7656 0.0 0.0 -0.1
C -0.9091 -1.7709 5.5322 0.0 0.0 -0.1
C -0.2934 3.3513 -2.2177 -0.1 0.1 -0.1
C 0.8452 -2.1583 -1.8534 0.0 0.0 0.0
C 0.9973 3.4567 -1.8052 0.1 0.2 0.0
C -2.1013 2.0725 2.2203 0.0 0.1 0.0
C 1.1261 -2.0478 -3.2275 0.0 0.0 -0.1
C -0.9100 4.4510 -2.9067 0.1 0.0 0.0
C 0.1222 4.6159 3.3750 0.0 0.0 0.0
C -0.2412 -4.2820 -2.2480 0.0 0.0 0.0
C -1.5188 -3.9514 0.4324 0.0 0.0 0.0
C 2.9207 -0.7101 0.8235 0.0 0.0 0.0
C 0.4880 0.2355 5.3695 0.3 -0.2 -0.1
C 0.0030 -4.1719 -3.6054 0.0 0.0 0.0
C -2.1775 4.4161 2.8603 0.0 0.0 0.0
C 0.8825 -4.5327 0.7162 0.0 0.0 0.0
C -3.5265 0.0663 -1.0960 0.0 0.0 0.0
C 1.0142 0.2953 -4.1930 0.0 0.0 0.0
C -5.5790 1.5134 -1.9174 0.0 0.1 -0.1
C 1.8949 -0.9212 -3.9133 0.0 0.0 0.0
C 3.2979 -2.5456 -0.6010 0.0 0.0 0.0
C -3.6153 -0.1478 -2.4247 0.0 0.0 0.0
C 4.4739 -2.8113 0.0779 0.0 0.0 0.0
C 0.1634 -3.2927 -1.3607 0.0 -0.1 0.0
C -0.5340 4.0784 1.0971 0.0 0.0 0.0
C -1.2603 2.8060 4.3345 0.0 0.0 0.0
C -0.1933 -0.8718 3.3471 0.2 -0.1 0.0
C 4.0807 -0.9528 1.5160 0.0 0.0 0.0
C -3.3045 -2.7560 -3.0562 0.0 0.0 0.0
H 0.7004 -4.6415 1.7879 0.0 0.0 0.0
H -0.1226 5.2325 4.2409 0.0 0.0 0.0
H 3.0410 0.0467 -2.3292 0.0 0.0 0.0
H -0.7520 -5.1573 -1.8652 0.0 0.0 0.0
H 5.7976 -2.2339 1.6801 0.0 0.0 0.0
H 0.0889 0.0091 -4.6965 0.0 0.0 0.0
H 1.5493 1.0091 -4.8250 0.0 0.0 0.0
H 3.0051 -3.1779 -1.4287 0.0 0.0 0.0
H -0.3179 -4.9488 -4.2893 0.0 0.0 0.0
H 0.7259 -5.5088 0.2469 0.0 0.0 0.0
H 0.8849 -2.9742 -5.1371 0.0 0.0 0.0
H -2.4248 5.0757 3.6953 0.0 0.0 0.0
H 0.0757 -2.5507 0.6235 0.0 -0.1 0.0
H -1.4385 3.4384 5.2052 0.0 0.0 0.0
H 1.9249 -4.2510 0.5780 0.0 0.0 0.0
H 1.1199 4.8569 3.0100 0.0 0.0 0.0
H -2.7223 -3.4902 -3.6100 0.0 0.0 0.0
H -2.9119 4.5554 2.0689 0.0 0.0 0.0
H 1.6108 2.7010 2.4118 0.0 0.0 0.0
H 0.8488 1.3077 3.1611 0.0 0.0 0.0
H 2.1649 -1.3391 -4.8882 0.0 0.0 0.0
H -1.6703 -3.9580 1.5139 0.0 0.0 0.0
H 0.4347 4.4165 0.7259 0.0 0.0 0.0
H 3.7590 0.1490 -3.9319 0.0 0.0 0.0
H 5.0805 -3.6519 -0.2363 0.0 0.0 0.0
H -2.2104 1.0517 2.5860 0.0 0.0 0.0
H -2.2517 -3.2708 0.0033 0.0 0.0 0.0
H 0.7700 3.0364 4.6767 0.0 0.0 0.0
H 4.3406 -0.2995 2.3390 0.0 0.0 0.0
H 0.7479 0.8057 -3.2717 0.0 0.0 0.1
H -4.3381 -2.7604 -3.3970 0.0 0.0 0.0
H 3.8364 -1.3693 -3.0299 0.0 0.0 0.0
H -3.2461 -2.9866 -1.9950 0.0 0.0 0.0
H -1.2342 1.7610 4.6305 0.0 0.0 0.0
H -1.2829 4.3327 0.3464 0.0 0.0 0.0
H -1.7136 -4.9641 0.0713 0.0 0.0 0.0
H -2.8968 2.2369 1.4922 0.0 0.0 0.0
```
Positions in Å, forces in eV/Å.

- E: -141778.496 eV
- Total charge: -1
- HOMO-LUMO gap (alpha / beta): 6.366 / 5.667 eV
- HOMO (alpha / beta): -4.7992 / -5.0354 eV
- Relative energy (zero: lowest compared OMol25 entry of this formula, charge and spin): 0.0 kJ/mol
- Spin multiplicity: 6

---

Record 2
The following is a quantum chemistry calculation of a single C2H4ClPSi molecule in a non-equilibrium geometry, from OMol25.

Structure (XYZ):
```
9
Properties=species:S:1:pos:R:3:forces:R:3
Cl 2.9065 1.0166 -0.0698 0.5 1.3 -0.7
P 2.6219 -0.8854 0.4677 -1.2 -0.4 0.4
Si -1.4536 0.5955 -0.6184 -1.1 -2.0 0.0
C 0.8116 -0.7944 0.7266 2.1 -3.0 2.6
C -0.1688 -0.0478 0.4522 -0.2 1.4 -0.5
H -1.2210 -0.2537 -1.8748 -0.3 1.0 0.4
H -1.5512 2.0362 -0.7321 0.0 0.4 -0.1
H -2.6456 -0.0356 0.1328 0.4 0.7 -0.7
H 0.7000 -1.6315 1.5159 -0.3 0.7 -1.3
```
Positions in Å, forces in eV/Å.

- E: -31823.047 eV
- HOMO-LUMO gap (alpha / beta): 5.831 / 5.245 eV
- HOMO (alpha / beta): -7.4337 / -7.1415 eV
- Relative energy (zero: lowest compared OMol25 entry of this formula, charge and spin): 204.9 kJ/mol

---

Record 3
The following is a quantum chemistry calculation of a molecular structure, C18H8ClIrNO9 in a non-equilibrium geometry, from OMol25.

Structure (XYZ):
```
38
Properties=species:S:1:pos:R:3:forces:R:3
Ir -0.0302 0.0408 -0.0933 -0.6 0.8 2.6
Cl 4.8699 1.2440 -5.3527 0.1 0.0 -0.1
O 0.5643 0.7479 1.9355 0.8 -1.0 -1.8
O 1.9454 -0.4685 -0.5861 -1.0 -0.7 0.0
O -0.9367 -0.9000 -1.8275 1.1 1.1 0.3
O -3.4866 3.1165 2.1618 0.0 -0.1 0.1
O -2.0729 -2.7283 -2.4509 0.0 0.1 -0.1
O 0.5861 1.9800 -0.7804 -0.9 -0.8 -0.2
O -1.8371 1.0545 0.6855 0.4 -1.2 -1.7
O 0.5651 2.2832 4.5217 -0.1 0.1 0.0
O -2.0022 3.7224 4.6250 0.0 0.0 -0.1
N -0.8033 -1.7913 0.6600 0.1 1.6 -0.1
C 2.5193 -0.0601 -1.6605 -0.1 0.2 -0.2
C -1.5674 -1.9950 -1.6216 -0.2 -0.1 0.4
C 1.3188 2.1221 -1.7657 0.2 0.0 -0.1
C -0.3398 1.5112 2.4203 -1.1 0.8 -0.2
C -1.6906 -2.3638 -0.1486 0.0 0.0 -0.5
C -2.7795 -3.4062 1.6907 0.1 0.1 -0.1
C -1.6276 3.0043 3.7299 0.0 0.2 0.2
C -2.6865 -3.1956 0.3249 0.1 -0.2 0.1
C 4.1457 -0.5243 -3.4189 -0.1 0.1 0.1
C -2.4051 2.6611 2.4788 -0.2 0.0 -0.5
C -1.8386 -2.8170 2.5275 0.0 -0.2 -0.1
C -0.8526 -2.0257 1.9738 0.3 -0.1 0.3
C -1.5673 1.7021 1.7509 0.9 -0.1 1.0
C 3.4310 -0.9253 -2.3242 0.3 0.0 0.2
C 3.0604 1.6144 -3.3809 -0.1 0.0 0.0
C 3.9609 0.7630 -3.9480 0.0 0.1 0.0
C -0.3056 2.2727 3.6716 0.3 -0.5 0.0
C 2.3224 1.2294 -2.2432 -0.2 -0.5 -0.1
H -3.5788 -4.0086 2.1018 0.0 0.0 0.0
H -0.0812 -1.5598 2.5735 -0.1 0.2 0.0
H 4.8509 -1.1963 -3.8892 0.0 0.0 0.0
H -3.3654 -3.6433 -0.3859 0.0 0.0 0.0
H 1.1736 3.0272 -2.3738 0.2 0.2 0.3
H -1.8725 -2.9636 3.5972 0.0 0.0 0.0
H 3.5506 -1.9204 -1.9177 0.0 0.0 0.0
H 2.8933 2.5992 -3.8002 0.0 0.0 0.0
```
Positions in Å, forces in eV/Å.

- E: -54076.935 eV
- Total charge: -1
- HOMO-LUMO gap: 6.064 eV
- HOMO: -4.6321 eV
- Relative energy (zero: lowest compared OMol25 entry of this formula, charge and spin): 0.0 kJ/mol

---

Record 4
The following is a quantum chemistry calculation of a molecular structure, C32H27BCl3N7O3SSr, from OMol25.

Structure (XYZ):
```
75
Properties=species:S:1:pos:R:3:forces:R:3
Sr 1.1240 1.7249 -0.4875 0.3 -0.2 -0.4
Cl -4.9412 -5.2883 -4.9517 0.0 0.0 0.0
Cl -4.6169 -5.5477 0.3715 0.1 -0.1 0.0
Cl -3.5659 -0.9287 -3.3316 0.0 0.0 0.0
S -6.2185 -1.8493 -2.3270 0.0 0.0 0.0
O -2.5592 1.1035 1.8230 0.2 0.0 -0.1
O -2.3861 -2.7067 0.6458 0.0 0.1 0.0
O -1.1084 1.6100 0.1892 -0.1 0.0 0.0
N 1.0900 -0.9706 -0.7807 0.1 0.2 0.0
N 1.3755 4.1953 -0.8758 0.1 -0.1 0.0
N 2.4166 5.0221 -1.0723 -0.1 0.0 0.0
N 0.2895 -3.0027 -0.4768 0.0 0.2 0.1
N 0.8944 1.7576 2.0789 -0.1 0.0 0.0
N 3.5677 2.0613 -1.2554 -0.2 0.0 0.1
N 4.3329 3.1602 -1.3693 0.0 -0.1 -0.1
C -6.4002 -2.3877 -0.7103 0.0 0.0 0.0
C 0.4062 -1.7549 0.0261 0.0 0.0 -0.1
C 5.6935 1.4193 -1.5892 0.0 0.1 0.0
C -1.4604 1.4495 1.3981 -0.2 -0.2 0.3
C -0.7517 1.7528 3.8166 0.1 0.0 0.0
C -1.9800 -3.9733 0.1413 0.0 0.0 -0.1
C 0.2896 4.9609 -0.7175 0.0 0.1 0.0
C -4.5874 -5.3453 -2.2834 0.1 0.0 0.0
C 2.6075 2.2719 5.3164 0.0 0.0 0.0
C -2.1595 -4.0299 -2.3994 0.1 0.0 0.1
C -4.0534 -4.9602 -3.5002 0.0 0.0 -0.1
C 1.5601 2.0585 4.3912 0.0 0.0 -0.1
C -2.6627 -4.3772 -1.1476 0.0 0.0 -0.1
C 3.8988 2.3821 4.8863 0.0 0.0 0.1
C 4.2033 2.2841 3.5126 0.0 0.0 -0.1
C -2.7431 -1.6832 -0.2896 0.0 0.0 0.0
C -0.4458 -4.0889 0.1563 0.1 0.0 0.0
C -2.8337 -4.3140 -3.5735 0.0 0.0 0.0
C 0.9633 -3.0158 -1.6777 0.0 -0.1 0.0
C 1.9930 6.2927 -1.0389 0.0 0.0 0.0
C -3.8817 -5.0574 -1.1274 -0.1 0.0 0.0
C 5.6075 2.8023 -1.5724 0.0 0.0 0.0
C -5.2333 -2.3297 -0.0186 -0.1 0.1 0.1
C 3.2131 2.0721 2.5951 0.0 0.0 0.0
C -4.1417 -1.8506 -0.7993 -0.1 0.1 -0.1
C -4.5497 -1.5493 -2.0628 0.0 0.0 0.0
C 0.2006 1.9479 4.7696 0.0 0.0 -0.1
C 1.4434 -1.7554 -1.8544 0.0 -0.1 0.0
C 1.8679 1.9545 3.0178 0.0 0.0 0.0
C 0.6266 6.3084 -0.8104 0.1 0.0 0.0
C -0.3600 1.6725 2.4588 -0.2 0.0 0.2
C 4.3799 1.0054 -1.3843 0.1 0.0 0.0
B 3.9370 4.6842 -1.2586 0.1 0.0 0.0
H -2.0436 -1.6422 -1.1280 0.0 0.0 0.0
H 3.9802 0.0034 -1.3098 0.0 0.0 0.0
H 2.3660 2.3508 6.3699 0.0 0.0 0.0
H 2.0253 -1.3746 -2.6785 0.0 0.0 0.0
H -1.8029 1.6537 4.0419 0.0 0.0 0.0
H -0.1313 -4.1217 1.1987 0.0 0.0 0.0
H 5.2286 2.3850 3.1812 0.0 0.0 0.0
H 4.5293 5.1248 -0.3019 0.0 0.0 0.1
H -2.4338 -4.0125 -4.5314 0.0 0.0 0.0
H -0.1358 -5.0213 -0.3127 0.0 0.0 0.0
H 2.6957 7.0987 -1.1770 0.0 0.0 0.0
H -0.0182 7.1661 -0.7294 0.0 0.0 0.0
H -1.2281 -3.4844 -2.4652 -0.1 0.0 0.0
H -2.6640 -0.7430 0.2578 0.0 0.0 0.1
H 6.3659 3.5598 -1.6899 0.0 0.0 0.0
H -7.3630 -2.7142 -0.3497 0.0 0.0 0.0
H -2.3025 -4.6765 0.9069 0.0 -0.1 0.0
H -0.0508 -1.4670 0.9613 0.0 0.0 0.0
H -5.5404 -5.8510 -2.2327 0.0 0.0 0.0
H 1.0365 -3.9080 -2.2765 0.0 0.0 0.0
H 4.2971 5.2115 -2.2818 0.0 0.1 0.0
H 3.4520 2.0101 1.5383 0.0 0.0 0.0
H 4.6956 2.5514 5.5993 0.0 0.0 0.0
H -0.0660 2.0219 5.8177 0.0 0.0 0.0
H -0.6730 4.4993 -0.5459 0.0 0.0 0.0
H -5.1328 -2.6223 1.0171 0.0 0.0 0.0
H 6.5726 0.8148 -1.7307 0.0 0.0 0.0
```
Positions in Å, forces in eV/Å.

- E: -100114.998 eV
- HOMO-LUMO gap: 8.031 eV
- HOMO: -8.2295 eV
- Relative energy (zero: lowest compared OMol25 entry of this formula, charge and spin): 104.3 kJ/mol